20
Properties=species:S:1:pos:R:3:forces:R:3 method="wB97M-V/def2-TZVPD" e_lumo_ev=1.02 homo_lumo_gap_ha=0.381
C -0.818669 1.450933 -1.767377 0.15 -0.17 0.34
C -0.708282 1.497236 -0.440865 -0.31 0.15 0.12
C 0.580763 1.855543 0.226715 0.55 -0.14 0.02
C -1.894362 1.243712 0.465928 0.37 0.46 -0.71
H -1.756384 1.197558 -2.243790 -0.02 0.03 -0.06
H 0.046557 1.623243 -2.395549 -0.06 0.05 -0.08
H 0.522698 2.741207 0.862764 -0.27 0.13 -0.14
H 1.349428 2.025086 -0.527391 0.07 0.05 0.09
H 0.950730 1.071489 0.894796 -0.13 -0.17 -0.12
H -2.786461 1.213703 -0.157650 -0.16 -0.30 0.23
H -2.003141 2.082209 1.154951 -0.01 -0.10 0.19
H -1.750464 0.321203 1.025298 -0.17 -0.02 0.11
C 1.342057 -2.144975 -0.674507 -0.94 -0.06 0.38
N 1.471546 -1.960541 0.566025 0.55 -0.30 -0.24
C 0.260368 -1.978057 1.372641 0.43 0.94 -0.38
H 2.165671 -2.140814 -1.378705 0.25 0.05 0.21
H 0.333331 -2.326577 -1.073016 0.14 0.05 -0.32
H 0.242331 -2.845041 2.027575 -0.08 -0.07 -0.06
H -0.630347 -1.875100 0.741554 -0.16 -0.38 0.16
H 0.326356 -1.075574 1.985658 -0.21 -0.18 0.25

=====

20
Properties=species:S:1:pos:R:3:forces:R:3 method="wB97M-V/def2-TZVPD" e_lumo_ev=-0.61 homo_lumo_gap_ha=0.249
C 2.333043 -0.174818 0.758843 -0.32 -1.34 -1.00
C 1.848119 0.724042 -0.366234 0.16 0.62 -0.04
C 0.748009 0.122746 -1.211128 -1.84 1.94 0.59
C -0.564827 0.221591 -0.814970 1.74 -0.92 -1.92
C -0.996266 0.664336 0.452032 -3.72 -1.27 1.81
N -2.125321 0.430096 1.240777 1.74 0.18 1.10
C -1.657252 -0.249325 -1.787163 -0.01 0.14 0.11
H 2.490706 -1.151502 0.277114 0.19 -0.02 0.36
H 3.287682 0.114647 1.187798 -0.20 0.29 0.29
H 1.524660 -0.341627 1.471380 0.30 0.22 0.30
H 2.688714 1.010145 -1.002624 -0.03 -0.06 -0.01
H 1.464170 1.649829 0.071386 0.18 0.03 -0.13
H -0.805643 -1.863740 2.674535 0.16 -0.11 -0.09
H 0.847544 0.059261 -2.290375 0.54 -0.67 0.06
H -1.330151 -1.477644 3.020475 -0.08 -0.03 0.14
H -1.852852 0.157850 2.189616 0.02 -0.19 0.19
H -2.049252 1.182006 0.232753 1.00 1.12 -1.88
H -1.421905 0.066639 -2.806132 0.00 -0.06 0.06
H -2.611096 0.185394 -1.500032 -0.11 0.10 -0.11
H -1.818078 -1.329918 -1.798058 0.27 0.02 0.15

=====

20
Properties=species:S:1:pos:R:3:forces:R:3 method="wB97M-V/def2-TZVPD" e_lumo_ev=0.95 homo_lumo_gap_ha=0.304
C -0.954026 -2.503806 -1.269980 -0.03 -0.07 -0.01
C -0.494193 -1.061544 -1.074102 -0.03 0.05 -0.06
C 0.460659 -0.927554 0.106333 -0.04 -0.11 0.11
N 0.909848 0.435514 0.319794 1.26 0.38 -0.05
C 1.428818 1.035113 1.717256 -0.43 -0.41 0.24
C 0.136022 1.415487 1.078243 -0.18 0.18 0.11
C -0.049917 2.781891 0.462491 0.00 0.03 -0.01
H -1.467228 -2.880532 -0.377338 0.08 0.06 -0.13
H -0.106141 -3.168554 -1.474365 -0.12 0.11 0.04
H -1.648586 -2.582734 -2.111387 0.09 0.00 0.11
H 0.002568 -0.701012 -1.985002 -0.06 -0.04 0.15
H -1.359217 -0.406382 -0.906337 0.13 -0.10 -0.03
H 1.342884 -1.565539 -0.028951 -0.12 0.09 0.03
H -0.021751 -1.232077 1.043503 0.03 -0.05 -0.17
H 1.651454 0.812437 -0.258169 -0.59 -0.23 -0.53
H 1.255520 0.196061 2.409575 -0.09 0.17 0.06
H -0.808504 0.941702 1.370377 0.12 0.12 0.07
H -0.443240 3.462726 1.225262 0.06 -0.09 -0.11
H 0.916412 3.181305 0.133796 -0.16 -0.10 0.06
H -0.751383 2.767496 -0.381001 0.09 0.00 0.11

=====

20
Properties=species:S:1:pos:R:3:forces:R:3 method="wB97M-V/def2-TZVPD" e_lumo_ev=0.07 homo_lumo_gap_ha=0.317
C -0.275530 -3.399770 0.452592 0.04 0.02 0.04
C -1.414115 -0.442058 0.735350 -0.09 0.41 -0.08
C -1.207793 0.056640 -0.668908 -0.03 -0.12 -0.19
N -0.539187 1.256649 -0.165594 -0.09 -0.15 0.13
C 0.103283 2.113491 -1.159758 0.01 0.18 -0.19
C 0.906247 1.272656 -0.231660 0.20 -0.09 0.07
C 1.663383 1.846180 0.936688 -0.03 0.02 0.02
H 0.352086 -3.474930 -0.440459 -0.07 0.02 0.14
H -1.315250 -3.602789 0.173503 0.16 0.07 0.05
H 0.041532 -4.150551 1.180420 -0.02 0.08 -0.09
H -2.463389 -0.205849 1.010808 0.18 0.15 -0.03
H -0.198214 -2.394784 0.894226 -0.04 -0.43 -0.19
H -2.086675 0.362391 -1.251960 0.10 -0.10 0.08
H -0.549743 -0.568239 -1.293083 -0.05 0.03 0.11
H 0.022676 3.187067 -1.001242 -0.01 -0.19 0.05
H 0.039054 1.796516 -2.201158 -0.05 0.03 0.19
H 1.354418 0.381682 -0.676346 -0.08 0.13 0.05
H 2.673145 2.144649 0.632435 -0.16 -0.05 0.04
H 1.147007 2.721796 1.341437 0.05 -0.12 -0.08
H 1.747067 1.099251 1.732710 -0.02 0.10 -0.10

=====

20
Properties=species:S:1:pos:R:3:forces:R:3 method="wB97M-V/def2-TZVPD" e_lumo_ev=1.07 homo_lumo_gap_ha=0.362
C -1.792387 -2.247126 0.222748 -0.28 0.75 0.12
C -0.488894 -1.497968 -0.006377 -2.32 -0.31 0.39
C -0.355339 -0.295707 0.560192 1.61 0.15 -0.66
C -1.260145 0.353405 1.555007 -1.37 0.32 -0.20
C 0.889804 0.512912 0.262514 0.65 -0.77 -1.43
C 0.905036 1.147930 -1.142158 -1.09 -0.28 -0.68
N 2.206859 1.743552 -1.365426 0.10 0.26 -0.04
H -2.585951 -1.496461 0.282648 -0.07 -0.16 0.37
H -2.134602 -2.880298 -0.595318 0.53 -0.33 0.05
H -1.748756 -2.788484 1.171163 -0.24 -0.23 -0.16
H 0.132148 -2.042229 -0.697026 0.95 0.65 -0.01
H -2.330393 0.397437 1.323519 -0.02 -0.72 -0.39
H -1.221206 -0.154199 2.518612 0.26 0.30 0.21
H -1.090487 1.430083 1.612574 0.70 -0.16 0.46
H 1.125184 1.249978 1.021842 -0.10 0.19 0.17
H 1.760358 -0.149530 0.159455 -0.12 0.00 0.56
H 0.735990 0.390302 -1.924268 0.48 -0.38 0.50
H 0.004116 1.753288 -1.376093 0.39 0.58 0.70
H 2.380941 2.474489 -0.692474 0.06 0.17 0.11
H 2.310440 2.154716 -2.283169 -0.12 -0.04 -0.05

=====

20
Properties=species:S:1:pos:R:3:forces:R:3 method="wB97M-V/def2-TZVPD" e_lumo_ev=1.09 homo_lumo_gap_ha=0.363
C 1.984331 0.746859 -0.923840 0.08 -0.10 0.03
C 0.797268 0.625629 0.010185 0.14 0.14 -0.01
N -0.457322 0.457081 -0.688171 -0.11 0.02 -0.07
C -1.483363 1.441576 -0.421255 -0.18 0.11 0.03
C -0.082138 -0.569240 0.271906 -0.03 -0.17 0.11
C -0.892355 -0.669439 1.556573 0.03 0.06 0.03
C 0.247180 -1.932928 -0.298561 0.03 0.01 -0.06
H 1.717116 1.485988 -1.690746 0.13 -0.13 0.14
H 2.891944 1.096572 -0.422971 -0.10 -0.16 0.03
H 2.201305 -0.190251 -1.444299 -0.01 0.11 0.10
H 0.801360 1.349799 0.833696 -0.11 -0.07 -0.18
H -2.445955 1.103225 -0.815992 0.09 0.05 0.07
H -1.605779 1.705980 0.641099 0.02 -0.08 -0.16
H -1.193171 2.351368 -0.958827 -0.17 -0.09 0.07
H -0.520454 -1.472707 2.200779 0.04 0.14 -0.11
H -0.902436 0.254365 2.140471 0.05 -0.11 -0.09
H -1.931787 -0.916118 1.299423 0.16 0.02 0.07
H 0.741984 -1.866601 -1.269935 -0.08 0.05 0.12
H -0.668749 -2.521860 -0.427688 0.10 0.09 0.01
H 0.899824 -2.480482 0.392951 -0.08 0.09 -0.12